Record 1
{
  "formula": "C5H7NO",
  "method": "wB97M-V/def2-TZVPD",
  "species": ["C", "C", "C", "N", "H", "H", "H", "H", "H", "C", "C", "O", "H", "H"],
  "positions_angstrom": [[-1.49376, 0.78477, -0.76551], [-1.22742, -0.53625, -0.27576], [-0.61705, -1.65940, -0.16440], [-1.83504, -1.47186, 0.75442], [-0.55779, 1.33055, -0.98303], [-2.18720, 1.39845, -0.18802], [-1.93546, 0.64035, -1.76625], [0.16427, -2.33233, -0.26220], [-1.56216, -1.19480, 1.62935], [2.51842, 0.53307, 0.91908], [1.97006, 0.87118, -0.19720], [1.41970, 1.11699, -1.24847], [1.87709, -0.31926, 1.28916], [3.46633, 0.83853, 1.25884]],
  "forces_ev_per_angstrom": [[-0.03, 1.16, -1.71], [0.45, -1.65, 1.36], [-1.39, 1.88, 0.75], [-1.02, -0.97, -3.60], [-0.68, -0.20, 0.39], [0.16, -0.35, 0.18], [-0.14, 0.24, 0.22], [1.00, -1.08, -0.37], [1.22, 1.01, 2.85], [-1.78, -1.75, 0.32], [-1.91, 1.32, -4.93], [2.35, -0.74, 3.83], [1.10, 0.91, 0.26], [0.68, 0.23, 0.46]],
  "e_lumo_ev": 0.65,
  "smiles": "CC1=CN1.C=C=O",
  "orbital_gap_ha": 0.3188,
  "molar_mass_da": 97.12,
  "relative_energy_ev": 5.305
}

Record 2
{
  "formula": "C19H46BFN7O4P2",
  "method": "wB97M-V/def2-TZVPD",
  "species": ["C", "C", "F", "C", "C", "C", "B", "O", "O", "C", "C", "N", "H", "H", "H", "H", "H", "H", "H", "H", "H", "H", "O", "P", "N", "C", "C", "N", "C", "C", "N", "C", "C", "H", "H", "H", "H", "H", "H", "H", "H", "H", "H", "H", "H", "H", "H", "H", "H", "H", "H", "O", "P", "N", "C", "C", "N", "C", "C", "N", "C", "C", "H", "H", "H", "H", "H", "H", "H", "H", "H", "H", "H", "H", "H", "H", "H", "H", "H", "H"],
  "positions_angstrom": [[-9.80592, 5.49285, -0.27709], [-10.20520, 4.89317, -1.74178], [-11.58882, 4.51775, -1.76075], [-9.20758, 3.62914, -1.95634], [-7.69716, 4.01610, -2.19840], [-6.63694, 2.88515, -2.37675], [-5.09365, 3.33231, -2.63704], [-4.69241, 4.71854, -2.81540], [-4.04784, 2.34241, -2.74874], [-7.15709, 1.41016, -2.29529], [-8.69630, 1.17351, -2.08345], [-9.65167, 2.25586, -1.92705], [-10.10723, 4.67940, 0.48913], [-8.65924, 5.62687, -0.18828], [-10.28628, 6.50724, -0.07025], [-9.98287, 5.71343, -2.52371], [-7.36137, 5.10746, -2.23279], [-5.23598, 5.31158, -2.25146], [-3.45291, 2.53660, -1.96886], [-6.42329, 0.52906, -2.39354], [-9.11418, 0.11291, -2.02103], [-10.66718, 2.06786, -1.78916], [-1.29228, 2.77400, 0.11319], [-0.25241, 1.64164, -0.03441], [-0.80761, 0.81746, 1.37481], [-0.00833, -0.01909, 2.25897], [-2.12086, 0.19048, 1.21342], [1.04497, 2.70002, 0.40572], [1.23375, 3.09243, 1.79798], [1.12074, 3.90477, -0.42756], [0.92924, 0.32419, -0.25508], [2.37253, 0.54409, -0.36162], [0.51768, -0.50518, -1.40333], [0.13410, -1.03061, 1.85865], [-0.49960, -0.11447, 3.23330], [0.97780, 0.39301, 2.46280], [-2.04470, -0.74538, 0.64777], [-2.81344, 0.84608, 0.67991], [-2.58020, -0.02482, 2.18429], [0.29981, 3.41909, 2.26728], [1.96037, 3.90617, 1.88820], [1.65910, 2.27672, 2.37891], [0.39852, 4.66705, -0.11665], [0.92415, 3.65945, -1.47632], [2.12376, 4.34109, -0.38531], [2.62784, 1.22363, -1.18050], [2.89515, -0.40312, -0.53679], [2.78867, 0.92623, 0.57177], [0.65439, 0.03113, -2.34696], [-0.54081, -0.77613, -1.31992], [1.08109, -1.44195, -1.44042], [3.89834, -2.44664, 0.59218], [4.91817, -3.58781, 0.40492], [4.38981, -4.44098, 1.80637], [5.20104, -5.30804, 2.64829], [3.06470, -5.04891, 1.66272], [6.23938, -2.55434, 0.83620], [6.46909, -2.19861, 2.23218], [6.30730, -1.33049, 0.03059], [6.08347, -4.90406, 0.10182], [7.52360, -4.68729, -0.04714], [5.62660, -5.69523, -1.05677], [5.32128, -6.31084, 2.21923], [4.73358, -5.42255, 3.63205], [6.19697, -4.91210, 2.83712], [3.11534, -5.97070, 1.07199], [2.36698, -4.37224, 1.16383], [2.62752, -5.28358, 2.63913], [5.55157, -1.87351, 2.73380], [7.20721, -1.39531, 2.32303], [6.90000, -3.03302, 2.78160], [5.60220, -0.56802, 0.37898], [6.08046, -1.54788, -1.01823], [7.31604, -0.90628, 0.05680], [7.75531, -3.98365, -0.85219], [8.03275, -5.63168, -0.27038], [7.97309, -4.33670, 0.88319], [5.73336, -5.13038, -1.98755], [4.57036, -5.96314, -0.94453], [6.18220, -6.63338, -1.14328]],
  "forces_ev_per_angstrom": [[0.12, -0.84, -0.12], [0.97, 0.12, 1.21], [2.43, 0.28, -0.10], [2.17, 0.11, -0.85], [-1.14, -4.48, 0.19], [-4.69, -0.29, 0.66], [2.75, 0.51, -0.79], [-1.71, -2.56, 1.52], [-2.07, 1.97, 1.76], [-3.01, 2.88, 0.40], [2.58, 1.57, -0.20], [3.94, 1.46, -0.50], [0.36, 1.59, -1.07], [-1.92, -0.25, -0.34], [0.41, -1.61, -0.36], [-0.63, -1.68, 0.91], [-0.94, -1.78, 0.01], [0.52, -0.28, -0.78], [-0.08, -0.24, -1.26], [-1.50, 1.54, 0.17], [0.58, 1.82, -0.12], [1.09, 0.18, -0.17], [-1.44, -1.51, -3.95], [2.08, 2.41, 7.50], [-1.01, -0.73, 0.33], [0.40, -0.36, -0.28], [-0.27, 0.49, 0.02], [1.33, 0.75, -0.04], [-0.23, -0.33, 0.19], [-0.07, -0.29, -0.25], [-0.49, 0.02, -3.32], [0.61, 0.33, -0.02], [-0.23, -0.72, 0.13], [0.04, -0.04, 0.06], [-0.20, 0.15, -0.17], [-0.05, 0.05, -0.23], [-0.07, -0.23, 0.11], [0.18, 0.08, 0.01], [0.18, -0.03, -0.04], [-0.01, 0.03, 0.10], [-0.12, -0.03, -0.34], [-0.12, -0.12, 0.11], [-0.05, -0.01, -0.10], [-0.04, 0.05, 0.03], [-0.02, -0.15, 0.11], [0.11, 0.00, 0.11], [-0.47, -0.19, -0.06], [-0.27, 0.18, -0.16], [0.09, -0.19, -0.07], [-0.05, 0.12, 0.04], [0.04, 0.16, 0.08], [-1.28, -1.51, -3.82], [2.10, 2.32, 7.48], [-0.87, -0.70, 0.27], [0.40, -0.31, -0.33], [-0.36, 0.50, 0.00], [1.43, 0.73, -0.05], [-0.23, -0.32, 0.18], [-0.08, -0.31, -0.25], [-0.63, 0.03, -3.19], [0.47, 0.42, 0.07], [-0.26, -0.66, 0.12], [0.02, -0.05, 0.05], [-0.19, 0.15, -0.17], [-0.05, 0.07, -0.22], [-0.07, -0.22, 0.11], [0.19, 0.07, 0.01], [0.19, -0.02, -0.05], [-0.01, 0.02, 0.10], [-0.12, -0.02, -0.34], [-0.12, -0.12, 0.11], [-0.06, 0.00, -0.09], [-0.05, 0.06, 0.03], [-0.02, -0.14, 0.11], [0.16, -0.05, 0.10], [-0.46, -0.15, -0.15], [-0.27, 0.20, -0.16], [0.09, -0.19, -0.09], [-0.02, 0.11, 0.04], [0.02, 0.15, 0.05]],
  "e_lumo_ev": -5.17,
  "orbital_gap_ha": 0.1494,
  "molar_mass_da": 528.38,
  "total_charge": 1
}

Record 3
{
  "formula": "C3H14NO4",
  "method": "wB97M-V/def2-TZVPD",
  "species": ["C", "C", "C", "O", "N", "H", "H", "H", "H", "H", "H", "H", "H", "H", "H", "O", "H", "H", "O", "H", "H", "O"],
  "positions_angstrom": [[1.67971, -1.50664, 1.35572], [0.88481, -1.22765, 0.02653], [-0.52137, -0.52579, 0.27753], [-0.39528, 0.86852, 0.04222], [2.61994, -0.48926, 1.86224], [2.30068, -2.41142, 1.26008], [1.00152, -1.67155, 2.20176], [1.31376, -0.51558, -0.66552], [0.91910, -2.18323, -0.53236], [-0.83600, -0.84478, 1.28069], [-1.36972, -0.75275, -0.38484], [2.20416, 0.38967, 1.59764], [3.56101, -0.50969, 1.50466], [1.74240, 1.79979, -0.90886], [0.97110, 1.58392, 0.19321], [1.89176, 2.06149, 0.01712], [-3.16976, 1.88754, -0.78861], [-1.87172, 1.29786, -0.12870], [-2.89106, 1.27933, -0.10063], [-3.38651, -0.52254, -2.37067], [-1.88414, -0.78643, -2.24277], [-2.63306, -0.90122, -2.84660]],
  "forces_ev_per_angstrom": [[1.05, 0.07, -0.25], [-0.76, -0.36, 0.40], [0.72, 0.85, -0.92], [0.35, -0.64, 0.85], [-0.89, 0.28, 0.24], [-0.47, -0.05, -0.13], [-0.31, -0.20, -0.44], [0.88, 0.16, 0.18], [-0.74, 0.21, 0.23], [-0.13, 0.41, 0.29], [0.32, -1.25, -0.03], [0.41, 0.63, 0.05], [-0.13, -0.21, -0.53], [0.96, 0.55, -0.10], [0.24, 0.49, 0.79], [-1.35, -0.93, -0.70], [-0.03, 0.09, -0.01], [0.20, -0.30, 0.37], [-0.35, 0.16, -0.33], [0.42, -0.03, 0.07], [-0.26, 0.10, -0.03], [-0.13, 0.01, 0.01]],
  "e_lumo_ev": 3.83,
  "orbital_gap_ha": 0.3061,
  "molar_mass_da": 128.15,
  "total_charge": -1,
  "relative_energy_ev": 1.355
}

Record 4
{
  "formula": "C4H5NO",
  "method": "wB97M-V/def2-TZVPD",
  "species": ["O", "C", "C", "C", "C", "N", "H", "H", "H", "H", "H"],
  "positions_angstrom": [[2.16712, 0.42046, 0.36657], [0.87458, 0.13757, 0.02338], [0.23485, -1.07397, -0.04404], [-1.16305, -0.81648, -0.03847], [-1.33711, 0.53720, -0.00617], [-0.09512, 1.12997, 0.02549], [2.82319, 0.09887, -0.26080], [0.70685, -2.04620, -0.03573], [-1.94751, -1.55592, 0.01798], [-2.24802, 1.11991, -0.01066], [0.01076, 2.13199, -0.04102]],
  "forces_ev_per_angstrom": [[-0.01, 0.57, -0.18], [-0.47, -0.05, 0.25], [0.12, 0.00, 0.13], [-0.12, -0.01, -0.06], [-0.08, -0.12, -0.06], [0.16, -0.18, 0.00], [-0.35, -0.10, -0.15], [0.03, 0.16, 0.12], [0.04, 0.06, -0.21], [0.23, -0.01, 0.00], [0.47, -0.33, 0.16]],
  "e_lumo_ev": 0.82,
  "smiles": "Oc1ccc[nH]1",
  "orbital_gap_ha": 0.3218,
  "molar_mass_da": 83.09,
  "relative_energy_ev": 0.512
}

Record 5
{
  "formula": "C4H12NO2",
  "method": "wB97M-V/def2-TZVPD",
  "species": ["C", "N", "C", "C", "C", "O", "H", "H", "H", "H", "H", "H", "H", "H", "H", "H", "H", "H", "O"],
  "positions_angstrom": [[1.71278, 0.52816, 1.23169], [0.35357, -0.03064, 1.15154], [1.32009, -1.92703, -0.24629], [0.11335, -1.01360, 0.10045], [-0.32252, -0.31911, -1.22916], [-1.51942, 0.30647, -1.26768], [2.40131, -0.27806, 1.12847], [1.88775, 1.30436, 0.49188], [1.81092, 0.95211, 2.21195], [-0.28545, 0.73009, 0.98585], [0.94785, -2.59139, -1.02708], [1.59694, -2.52217, 0.61309], [2.12714, -1.29387, -0.61098], [-0.68047, -1.68388, 0.45282], [-0.19849, -1.02395, -2.07558], [0.54001, 0.38058, -1.40884], [-1.76138, 1.21935, -0.45203], [-2.27329, 2.86049, 0.02027], [-1.85113, 2.05194, 0.34094]],
  "forces_ev_per_angstrom": [[-1.60, -0.12, -0.20], [0.72, -0.31, 0.35], [-1.25, 0.76, 0.22], [0.02, -0.43, -1.06], [0.94, 0.29, 0.00], [-0.62, -0.45, -0.10], [0.80, -0.34, -0.01], [0.34, 0.15, -0.29], [0.28, 0.38, 0.57], [-0.49, 0.35, 0.17], [0.32, -0.05, -0.06], [0.45, -0.10, 0.24], [0.25, -0.38, -0.13], [-0.19, 0.15, -0.11], [-0.26, -0.32, 0.13], [-0.05, 0.14, 0.02], [0.31, 0.31, -0.04], [0.21, -0.48, -0.08], [-0.19, 0.45, 0.40]],
  "e_lumo_ev": 4.04,
  "orbital_gap_ha": 0.2797,
  "molar_mass_da": 106.14,
  "total_charge": -1,
  "relative_energy_ev": 0.590
}

Record 6
{
  "formula": "C11H37Cl2F6N5O9S",
  "method": "wB97M-V/def2-TZVPD",
  "species": ["N", "H", "H", "H", "H", "N", "H", "H", "H", "H", "N", "H", "H", "H", "H", "N", "H", "H", "H", "H", "N", "H", "H", "H", "H", "C", "F", "F", "F", "S", "O", "O", "O", "O", "C", "C", "O", "H", "H", "H", "H", "O", "C", "C", "O", "H", "H", "H", "H", "C", "C", "O", "C", "O", "C", "F", "F", "F", "H", "H", "H", "H", "H", "Cl", "C", "C", "Cl", "H", "H", "H", "H"],
  "positions_angstrom": [[25.35412, 6.04413, 1.56843], [25.90330, 6.47604, 2.29778], [24.42715, 6.31629, 1.86299], [25.64534, 5.07928, 1.63441], [25.53556, 6.43956, 0.65694], [25.10543, 8.40143, 4.65366], [24.91342, 9.39299, 4.65966], [25.99066, 8.10205, 4.27046], [24.36862, 7.92849, 4.15012], [25.10277, 8.09856, 5.61718], [27.79581, 9.30778, 1.36554], [27.78895, 8.51887, 1.99615], [27.23802, 10.07157, 1.71993], [27.36179, 9.16403, 0.46495], [28.78173, 9.51735, 1.30115], [25.21139, 4.75753, 4.86604], [25.50684, 5.65165, 5.23123], [24.44898, 4.85437, 4.21071], [24.95065, 4.22561, 5.68406], [25.91187, 4.26316, 4.33216], [22.86627, 9.28558, 0.96104], [23.05648, 10.13054, 1.48062], [22.91248, 8.53429, 1.63448], [23.54430, 9.17218, 0.22112], [21.92033, 9.45434, 0.64984], [25.24915, 13.51355, 3.36391], [24.01690, 13.97454, 3.60204], [25.67264, 14.22542, 2.33075], [26.04537, 13.73443, 4.34024], [25.08144, 11.59001, 2.99083], [25.14181, 10.89441, 4.29752], [23.80442, 11.38250, 2.32267], [26.28394, 11.38413, 2.13246], [27.02757, 4.09167, 2.84918], [28.23833, 4.80068, 3.09438], [28.22066, 6.40946, 2.96088], [27.20421, 7.29737, 3.24910], [28.92864, 4.38502, 2.36034], [28.63220, 4.52773, 4.07339], [28.41121, 6.47209, 1.88950], [29.04632, 6.80447, 3.55279], [23.47701, 3.85873, 2.94116], [22.38988, 4.70985, 2.69801], [22.24681, 6.21369, 3.23015], [23.24539, 7.21994, 2.87331], [21.48562, 4.16810, 2.97535], [22.45419, 4.75545, 1.61086], [22.25163, 6.09798, 4.31397], [21.30219, 6.69331, 2.97370], [29.79509, 5.72976, 7.37275], [28.36375, 6.16831, 6.90704], [27.60777, 6.22333, 8.07270], [26.30370, 6.68645, 8.05317], [25.53272, 6.72315, 7.02744], [25.77329, 7.00571, 9.45615], [25.02654, 6.02112, 10.01345], [26.76782, 7.31601, 10.29359], [24.97166, 8.06560, 9.27592], [30.34156, 5.16673, 6.61614], [29.64813, 4.95056, 8.12066], [30.42045, 6.49267, 7.83643], [27.89012, 5.41998, 6.27162], [28.39358, 7.14716, 6.42844], [21.21184, 12.14796, 5.32728], [20.40016, 10.58230, 5.73386], [21.32160, 9.30711, 5.77140], [22.37493, 9.42976, 7.15140], [19.57112, 10.54207, 5.02732], [19.97848, 10.75114, 6.72470], [22.00841, 9.34076, 4.92567], [20.90164, 8.30512, 5.85939]],
  "forces_ev_per_angstrom": [[0.10, 0.22, -1.06], [1.70, 1.09, 0.86], [-1.85, -0.26, 0.64], [0.03, -1.51, 0.41], [0.35, -0.05, -0.05], [-0.55, -0.37, 1.21], [0.38, 0.18, -0.30], [1.24, -0.17, -0.66], [-1.07, -0.82, -0.87], [0.08, -0.79, 1.09], [0.82, 0.49, -1.25], [-1.37, -2.11, 1.70], [-0.32, 1.13, 1.21], [0.44, -0.73, -0.33], [0.17, 0.59, -0.46], [-0.06, 0.37, 1.52], [0.60, 0.48, 0.34], [-1.43, -0.78, -1.03], [-0.43, -0.16, 0.01], [1.57, -0.35, -1.36], [-0.74, 1.19, -0.87], [1.02, 0.97, 0.65], [0.14, -2.56, 1.83], [-0.17, -0.02, -0.23], [-0.24, -0.62, -0.61], [-1.97, -1.24, -1.59], [-0.18, -0.16, 0.70], [0.54, -0.28, -0.95], [0.95, 0.00, 1.75], [1.50, -0.26, 1.34], [0.19, 2.73, -2.06], [0.38, 0.68, -0.19], [-1.47, 0.19, 0.68], [0.37, 1.53, 0.41], [-2.60, -0.58, 0.13], [0.83, -0.78, -0.11], [-1.71, 0.23, -0.35], [0.87, 0.63, -0.24], [0.20, 0.11, 0.57], [0.68, 0.36, -0.91], [1.07, -0.44, -0.23], [-0.06, 2.00, 1.47], [1.40, -0.38, -1.06], [1.41, 0.04, 0.16], [-0.19, -0.46, -0.71], [-0.85, 0.32, 0.16], [-1.00, 0.68, -1.00], [0.00, 0.17, 0.56], [-0.68, -0.64, -0.24], [-0.95, -0.89, -0.22], [0.96, -0.28, 0.53], [-0.09, -0.38, 1.27], [-0.17, 1.10, 1.34], [-0.08, -0.39, -0.82], [1.61, -0.59, -4.15], [-0.38, -0.05, 0.84], [-0.17, 0.06, 0.88], [-0.90, 0.60, 1.13], [0.11, 0.53, -0.47], [-0.20, 0.11, 0.33], [-0.23, 0.23, -0.27], [0.41, 0.08, -0.58], [-0.09, 0.08, -0.37], [0.22, -0.67, 0.02], [-0.27, -0.75, 0.30], [0.20, 1.54, -0.78], [0.82, 0.11, 1.14], [0.19, -0.43, -0.06], [0.05, -0.14, -0.06], [-0.34, -0.21, -0.30], [-0.77, 0.47, -0.37]],
  "e_lumo_ev": [0.80, 0.80],
  "orbital_gap_ha": [0.0737, 0.1612],
  "multiplicity": 2,
  "molar_mass_da": 600.40,
  "total_charge": -1,
  "s_squared": 0.753
}

Repeat the fourth record exactly.
{
  "formula": "C4H5NO",
  "method": "wB97M-V/def2-TZVPD",
  "species": ["O", "C", "C", "C", "C", "N", "H", "H", "H", "H", "H"],
  "positions_angstrom": [[2.16712, 0.42046, 0.36657], [0.87458, 0.13757, 0.02338], [0.23485, -1.07397, -0.04404], [-1.16305, -0.81648, -0.03847], [-1.33711, 0.53720, -0.00617], [-0.09512, 1.12997, 0.02549], [2.82319, 0.09887, -0.26080], [0.70685, -2.04620, -0.03573], [-1.94751, -1.55592, 0.01798], [-2.24802, 1.11991, -0.01066], [0.01076, 2.13199, -0.04102]],
  "forces_ev_per_angstrom": [[-0.01, 0.57, -0.18], [-0.47, -0.05, 0.25], [0.12, 0.00, 0.13], [-0.12, -0.01, -0.06], [-0.08, -0.12, -0.06], [0.16, -0.18, 0.00], [-0.35, -0.10, -0.15], [0.03, 0.16, 0.12], [0.04, 0.06, -0.21], [0.23, -0.01, 0.00], [0.47, -0.33, 0.16]],
  "e_lumo_ev": 0.82,
  "smiles": "Oc1ccc[nH]1",
  "orbital_gap_ha": 0.3218,
  "molar_mass_da": 83.09,
  "relative_energy_ev": 0.512
}